{"formula": "C45H98Br4N5O17", "method": "ωB97M-V/def2-TZVPD", "total_charge": 1, "gap_ev": 7.486, "homo_energy_ha": -0.353, "e_tot_ha": -13621.6636, "symbols": ["C", "C", "C", "N", "C", "C", "C", "C", "C", "H", "H", "H", "H", "H", "H", "H", "H", "H", "H", "H", "H", "H", "H", "H", "H", "H", "H", "C", "O", "C", "C", "N", "C", "C", "O", "C", "H", "H", "H", "H", "H", "H", "H", "H", "H", "H", "H", "H", "H", "H", "H", "C", "O", "C", "C", "N", "C", "C", "O", "C", "H", "H", "H", "H", "H", "H", "H", "H", "H", "H", "H", "H", "H", "H", "H", "C", "O", "C", "C", "N", "C", "C", "O", "C", "H", "H", "H", "H", "H", "H", "H", "H", "H", "H", "H", "H", "H", "H", "H", "C", "O", "C", "C", "N", "C", "C", "O", "C", "H", "H", "H", "H", "H", "H", "H", "H", "H", "H", "H", "H", "H", "H", "H", "Br", "C", "C", "Br", "H", "H", "H", "H", "Br", "C", "C", "Br", "H", "H", "H", "H", "C", "C", "O", "C", "O", "O", "H", "H", "H", "H", "C", "C", "O", "C", "O", "O", "H", "H", "H", "H", "C", "C", "O", "C", "O", "O", "H", "H", "H", "H"], "xyz": [[2.873939, 1.779699, -0.233024], [1.686839, 0.963569, -0.765914], [0.198309, 1.553389, -0.377414], [-0.922831, 0.628339, -0.796054], [-0.881871, -0.814661, -0.157504], [-0.847771, 0.459069, -2.355704], [-2.275071, 0.242219, -2.781434], [-3.187161, 0.944469, -1.767194], [-2.284291, 1.283099, -0.601334], [2.967409, 2.843069, -0.453494], [3.741639, 1.362279, -0.743864], [3.036599, 1.558869, 0.821906], [1.900319, 0.015179, -0.272884], [1.814289, 0.890349, -1.845964], [0.177559, 2.505919, -0.906904], [0.287199, 1.482849, 0.706666], [-1.858971, -1.216911, -0.425054], [-0.767471, -0.714421, 0.921836], [-0.136701, -1.339601, -0.755214], [-0.198331, -0.396351, -2.541664], [-0.365821, 1.326349, -2.806994], [-2.647461, -0.767051, -2.956944], [-2.328711, 0.654129, -3.789174], [-4.023781, 0.347369, -1.404384], [-3.578531, 1.838089, -2.253384], [-2.778681, 0.839669, 0.262986], [-2.079181, 2.353309, -0.575324], [-1.105641, -4.894731, 10.184516], [-2.058781, -4.122261, 10.851606], [-1.654461, -2.736361, 11.127996], [-1.172251, -1.989951, 9.842266], [-2.293711, -2.041621, 8.907336], [-2.044811, -1.461401, 7.549616], [-0.892611, -2.129691, 6.680806], [-1.505381, -2.927161, 5.672406], [-2.190331, -4.078971, 6.016706], [-0.163591, -4.712351, 10.701596], [-0.758961, -4.452321, 9.250606], [-1.317131, -5.957021, 10.062426], [-0.838421, -2.696011, 11.849476], [-2.436671, -2.140591, 11.598436], [-0.279701, -2.439021, 9.406626], [-0.964871, -0.957571, 10.123806], [-2.823241, -2.896771, 8.998946], [-1.752431, -0.442941, 7.805306], [-2.971331, -1.290621, 7.001446], [-0.221141, -2.719391, 7.304896], [-0.234321, -1.357081, 6.283536], [-3.071991, -3.877791, 6.625236], [-1.483801, -4.744821, 6.512226], [-2.533591, -4.576761, 5.109796], [-13.272311, -1.346941, -7.818334], [-12.200181, -1.358731, -6.936024], [-12.542241, -1.718111, -5.504024], [-11.345311, -1.465701, -4.569644], [-11.393951, -0.026701, -4.023414], [-10.121331, 0.120409, -3.334964], [-10.127961, 1.526499, -2.718754], [-9.019021, 1.741009, -1.778284], [-9.077211, 2.947659, -1.099244], [-13.999851, -2.155741, -7.750334], [-13.067691, -1.248671, -8.884434], [-13.838751, -0.449151, -7.570874], [-12.786041, -2.773441, -5.381834], [-13.354951, -1.112981, -5.102244], [-10.388871, -1.550501, -5.085534], [-11.356681, -2.289101, -3.855514], [-11.664631, 0.665289, -4.707504], [-9.208161, 0.022789, -3.922074], [-9.964101, -0.588911, -2.522414], [-11.064171, 1.727949, -2.198154], [-10.260921, 2.207709, -3.559214], [-9.248001, 3.787109, -1.773224], [-8.166051, 3.178049, -0.547144], [-9.817131, 2.887949, -0.301094], [5.700509, -6.730931, 11.079436], [5.507439, -6.812501, 9.674796], [5.607859, -5.467111, 9.017346], [5.316199, -5.766141, 7.519846], [3.895379, -6.180501, 7.350066], [3.524549, -6.608161, 5.993406], [3.314749, -5.430111, 5.041136], [4.458179, -4.651151, 4.770506], [4.297439, -3.453961, 3.979036], [5.024569, -5.960501, 11.450446], [6.763119, -6.539381, 11.228686], [5.500629, -7.701291, 11.533916], [6.644229, -5.196911, 9.219906], [4.947459, -4.665541, 9.348166], [5.985519, -6.511611, 7.090436], [5.528029, -4.873121, 6.931846], [3.820009, -6.959071, 7.988996], [2.570389, -7.120241, 6.117756], [4.191549, -7.340481, 5.538516], [2.836859, -4.640271, 5.620666], [2.838739, -5.664561, 4.089006], [5.173069, -2.823451, 3.824696], [3.595219, -2.803411, 4.500346], [3.925529, -3.563751, 2.960336], [8.381429, 4.680089, -4.921834], [8.222219, 4.039389, -6.134814], [8.680119, 2.666869, -6.254604], [8.535179, 2.220999, -7.756714], [9.317249, 3.111239, -8.662724], [10.762259, 2.981949, -8.539114], [11.485389, 3.394309, -9.830034], [12.740159, 2.584409, -9.931684], [13.453359, 2.888879, -11.170744], [8.120949, 5.734089, -5.018384], [9.369469, 4.569179, -4.475074], [7.707049, 4.284839, -4.162164], [8.136859, 1.923169, -5.671604], [9.742359, 2.552339, -6.038694], [7.479449, 2.334889, -8.002844], [8.714029, 1.156959, -7.911454], [8.940489, 4.048199, -8.678554], [10.929489, 1.905359, -8.505934], [11.123329, 3.466529, -7.631964], [11.889199, 4.406089, -9.793414], [10.951219, 3.303439, -10.775824], [13.895849, 3.882279, -11.244564], [12.782339, 2.897459, -12.029674], [14.148419, 2.100579, -11.459804], [-1.519541, -5.813901, -1.899894], [-0.619941, -7.461201, -1.387504], [-0.201731, -7.480301, 0.102926], [0.948709, -9.077391, 0.347396], [0.242269, -7.629901, -2.032664], [-1.255501, -8.298631, -1.675374], [-0.974061, -7.411541, 0.869006], [0.387529, -6.586311, 0.306966], [4.596089, -2.836011, -5.929154], [4.749049, -4.667811, -5.326534], [3.495969, -5.037441, -4.663264], [3.057389, -3.986571, -3.020374], [5.630609, -4.742231, -4.689804], [4.938769, -5.349401, -6.155714], [3.610259, -6.059231, -4.301324], [2.613319, -4.910271, -5.290034], [-4.501751, 7.530819, -1.772274], [-3.828411, 8.591209, -2.596824], [-4.821431, 9.070379, -3.461234], [-5.729151, 8.175209, -3.549294], [-6.617761, 8.176369, -4.400904], [-5.566281, 7.244099, -2.608254], [-4.696901, 7.912209, -0.770004], [-3.853061, 6.661759, -1.662614], [-3.081801, 8.129929, -3.243264], [-3.350001, 9.427829, -2.087624], [1.388619, 7.647949, -5.110074], [2.064129, 7.183669, -3.817024], [1.252539, 6.176479, -3.388674], [0.173009, 5.996359, -4.157374], [-0.764131, 5.228339, -3.892424], [0.304099, 6.793869, -5.233784], [1.952789, 7.575119, -6.039864], [1.080019, 8.693189, -5.091384], [2.101449, 7.917789, -3.012184], [3.063849, 6.808569, -4.036054], [-3.163391, 5.412179, 6.993296], [-4.377291, 5.707329, 6.135106], [-4.353871, 4.595679, 5.209426], [-3.295461, 3.911039, 5.258076], [-3.097161, 3.026219, 4.467406], [-2.550721, 4.391639, 6.235086], [-3.247811, 5.144549, 8.046536], [-2.576191, 6.316329, 6.832616], [-4.238261, 6.754829, 5.867656], [-5.310721, 5.771009, 6.694336]], "forces_ev_per_angstrom": [[0.4, -0.2, -0.2], [-1.0, 0.9, 0.3], [3.2, -2.5, -0.1], [0.3, -0.3, -1.4], [-0.5, 2.0, -1.5], [0.1, -1.1, 1.3], [-0.7, -0.1, -1.2], [0.3, 0.3, -0.8], [0.1, 0.0, 0.4], [-0.6, 0.1, 0.2], [0.1, -0.1, 0.1], [-0.1, 0.4, 0.1], [-0.7, -0.4, -0.4], [-0.3, -0.2, 0.0], [-0.7, 0.1, 0.6], [-0.7, 1.1, 0.0], [0.1, -0.2, 0.3], [0.3, -0.2, -0.2], [0.2, -0.2, 0.8], [0.0, 0.1, -0.1], [-0.3, 0.2, 0.3], [0.8, -0.4, 0.4], [-0.4, 0.3, 0.1], [0.1, -0.1, -0.4], [-0.2, 0.1, 0.4], [0.6, 0.7, 0.6], [-0.2, -0.1, 0.6], [2.1, 1.4, 0.1], [-1.2, 1.4, 0.4], [1.3, -0.5, -1.1], [-1.7, -0.8, 0.2], [0.1, 0.8, -0.9], [1.2, -0.2, 1.7], [-2.2, -0.1, 1.0], [1.1, 1.5, -1.5], [0.3, -0.4, 0.5], [0.4, -0.9, 0.7], [-0.9, -0.2, -0.9], [-0.5, 0.3, 0.3], [0.3, -0.5, 0.1], [-0.6, -0.7, -0.3], [0.4, 0.0, 0.3], [0.1, 0.1, 0.0], [0.2, -0.1, -0.4], [0.4, 0.2, -0.2], [0.0, -0.7, -0.2], [-0.1, -0.4, 0.3], [-0.4, -0.1, -0.8], [0.0, -0.1, 0.3], [-0.3, -0.4, 0.4], [0.1, 0.2, -0.1], [-1.9, 1.1, 0.3], [0.8, -1.2, 2.3], [1.2, 0.4, -1.2], [-0.8, 2.1, -1.5], [0.6, -3.7, 1.0], [0.1, 2.2, 1.1], [0.0, 0.0, 1.0], [-0.4, -1.0, -2.1], [-0.3, 0.6, 0.6], [0.3, -0.5, 0.4], [1.0, -0.1, 0.2], [-0.5, 0.2, -0.2], [-0.3, -0.1, -0.7], [-0.3, 0.1, -0.4], [0.0, -0.3, -0.5], [-0.1, 0.7, 0.8], [0.6, -0.2, -0.3], [0.0, 0.0, -0.7], [-0.7, -0.3, 0.0], [-0.1, -0.5, 0.5], [1.2, 0.7, -0.1], [-0.3, 0.1, 0.0], [0.4, -0.4, -0.4], [-0.6, 0.3, -0.1], [0.2, -0.1, -0.9], [-0.9, 1.6, -0.6], [0.6, -2.8, -0.9], [-0.2, 0.6, 0.2], [1.1, 0.4, -0.1], [0.2, 0.4, 0.1], [-0.4, 1.9, 0.8], [3.2, 0.5, -1.7], [-1.0, -0.3, 0.8], [0.3, 0.0, 0.6], [0.0, 0.5, 0.5], [-0.3, 0.0, -0.1], [0.1, 0.5, -0.4], [-0.4, -0.4, 0.6], [0.3, -0.3, 0.4], [-0.3, 0.2, 0.1], [-0.4, -0.2, 0.0], [-0.2, 0.1, -0.3], [0.5, -0.1, 0.0], [-1.9, -0.6, 0.1], [-0.4, -0.4, 0.2], [0.7, -0.8, 0.7], [-0.4, 0.1, 0.1], [-0.3, -0.8, -0.1], [-0.2, -0.1, 1.2], [0.2, -1.5, -1.3], [0.1, -0.2, -1.4], [-0.2, 2.4, 0.4], [-0.8, -1.5, -0.1], [-0.8, -0.4, -1.1], [2.6, 0.0, 0.2], [-0.4, 0.7, -1.2], [-1.3, -0.3, 0.0], [0.2, 0.0, -0.3], [0.4, 0.1, -0.3], [-0.3, -0.2, 0.2], [-0.3, 0.4, 0.5], [0.1, 0.4, 0.5], [-0.1, 0.2, -0.2], [0.7, 0.1, 0.1], [0.2, 0.0, 0.3], [0.3, -0.1, 0.4], [0.6, 0.0, -0.1], [-0.5, 0.4, 0.1], [-0.5, -0.4, 0.3], [0.4, 0.0, 0.8], [-0.7, -0.1, 0.0], [0.3, 0.1, 0.8], [0.2, -0.2, 0.2], [0.1, -0.9, 0.5], [0.4, 0.5, -0.8], [-0.6, 0.7, 0.1], [0.2, 0.7, 0.2], [-0.4, 0.2, 0.4], [-0.3, -0.7, -0.4], [0.5, -0.3, -0.2], [0.4, 0.1, -0.4], [0.9, 0.5, -0.1], [-1.0, -0.6, 1.2], [0.3, -0.4, -0.5], [-0.2, 0.2, 0.2], [-0.2, 0.3, -0.3], [-0.4, 0.0, 0.0], [0.2, -0.2, 0.0], [1.7, 0.6, 0.5], [2.3, 0.4, -0.3], [1.4, 2.4, 0.0], [-4.4, -1.0, -3.1], [1.9, -0.3, 2.3], [-1.8, -1.7, 0.5], [-1.0, -0.2, 0.0], [-0.2, -0.1, -0.1], [0.3, 0.0, 0.0], [-0.3, -0.1, 0.2], [0.9, 1.4, -0.6], [1.5, 1.4, -0.9], [-1.3, -2.4, 1.5], [-2.0, -1.5, 0.4], [2.9, 2.3, -1.0], [-2.2, -1.1, 0.0], [0.5, -0.3, 0.3], [-0.4, 0.0, 0.3], [0.2, 0.3, -0.3], [0.1, 0.0, 0.3], [0.5, 0.8, -0.8], [-0.8, -0.3, 1.7], [-5.2, 4.0, -0.6], [1.5, -1.4, -0.9], [1.0, 0.0, 0.9], [2.9, -1.4, 1.1], [-0.2, -0.1, -0.2], [0.7, -0.3, 0.9], [-0.1, -0.4, -1.9], [-0.2, -0.8, -0.2]]}